1.
Here is C22H28Cl5N6Pd as an isolated structure from the OMol25 dataset. Energies are from the ωB97M-V functional and the def2-TZVPD basis.

Properties
HOMO (spin up / spin down) in eV: -10.69 / -10.78
Charge: +1
Total energy in eV: -98294.3687
2S+1: 3
LUMO (spin up / spin down) in Ha: -0.07179 / -0.16771
Kohn-Sham gap (spin up / spin down) in eV: 8.737 / 6.221

Atoms and positions in Å:
1 H 2.137 1.514 4.240
2 H 2.354 -2.846 3.401
3 H -0.556 0.950 4.572
4 C -0.501 1.688 3.780
5 H -1.398 -3.175 3.399
6 C -0.094 1.294 2.510
7 C -0.772 -2.067 -0.708
8 C -0.848 3.930 2.996
9 Cl 1.856 -2.401 -0.858
10 H -0.489 4.244 0.902
11 Cl -1.798 -6.221 -2.117
12 C -0.861 3.004 4.031
13 H 2.669 -1.616 5.427
14 H -1.541 -1.819 2.260
15 C 1.388 -3.270 3.147
16 C 0.729 -0.903 3.008
17 H 3.499 0.380 4.098
18 Cl 1.209 -5.338 -1.870
19 C -2.092 -2.454 -0.820
20 C 1.691 4.723 -1.298
21 H -1.164 4.950 3.172
22 H -0.866 -3.364 1.720
23 H 1.566 5.583 -0.637
24 Cl -4.064 -4.208 -1.384
25 C 2.504 0.623 3.724
26 H 1.075 -3.943 3.947
27 C -0.066 -4.262 -1.483
28 H -0.493 0.421 -2.484
29 C -2.423 -3.737 -1.257
30 C 1.709 -1.125 5.261
31 N 1.642 -0.528 3.934
32 H 2.393 2.760 -2.725
33 H 0.910 -1.850 5.391
34 H -1.504 1.626 -1.657
35 H 1.495 -3.852 2.229
36 H 2.054 4.115 1.491
37 C -1.406 -4.641 -1.586
38 C -0.720 1.487 -2.395
39 N 0.457 2.272 -2.050
40 N 1.646 3.502 -0.499
41 Pd 0.072 -0.382 0.066
42 Cl -3.337 -1.336 -0.378
43 C 0.204 -2.975 -1.050
44 H 1.715 1.277 -3.406
45 H -1.083 1.827 -3.365
46 H -1.179 3.296 5.023
47 H 0.888 4.723 -2.028
48 C 2.482 3.508 0.692
49 H 2.572 0.837 2.660
50 H 3.459 3.909 0.423
51 H 2.608 2.490 1.053
52 N 0.407 -2.215 2.935
53 H 2.647 4.824 -1.815
54 H 1.128 2.853 -3.961
55 C -0.927 -2.664 2.555
56 C -0.063 2.229 1.479
57 C 0.780 2.495 -0.754
58 N 0.179 -0.052 2.162
59 N 0.268 1.724 0.189
60 H 1.591 -0.339 6.010
61 C 1.483 2.298 -3.093
62 C -0.464 3.536 1.723

Charges in e, computed with natural (NBO), in the same order as the atoms: number 1, H, carries 0.2136; number 2, H, carries 0.2197; number 3, H, carries 0.2155; number 4, C, carries -0.2300; number 5, H, carries 0.2077; number 6, C, carries 0.0761; number 7, C, carries -0.3756; number 8, C, carries -0.2099; number 9, Cl, carries 0.0235; number 10, H, carries 0.2154; number 11, Cl, carries 0.0926; number 12, C, carries -0.2064; number 13, H, carries 0.2082; number 14, H, carries 0.2356; number 15, C, carries -0.4100; number 16, C, carries 0.6758; number 17, H, carries 0.2149; number 18, Cl, carries 0.0826; number 19, C, carries 0.0230; number 20, C, carries -0.4135; number 21, H, carries 0.2275; number 22, H, carries 0.2058; number 23, H, carries 0.2143; number 24, Cl, carries 0.0864; number 25, C, carries -0.4085; number 26, H, carries 0.2087; number 27, C, carries -0.1057; number 28, H, carries 0.1945; number 29, C, carries -0.1275; number 30, C, carries -0.4115; number 31, N, carries -0.4180; number 32, H, carries 0.2191; number 33, H, carries 0.2232; number 34, H, carries 0.2341; number 35, H, carries 0.2144; number 36, H, carries 0.2139; number 37, C, carries -0.0727; number 38, C, carries -0.4171; number 39, N, carries -0.4117; number 40, N, carries -0.4195; number 41, Pd, carries 0.9610; number 42, Cl, carries 0.0337; number 43, C, carries -0.0708; number 44, H, carries 0.2077; number 45, H, carries 0.2209; number 46, H, carries 0.2277; number 47, H, carries 0.2272; number 48, C, carries -0.4105; number 49, H, carries 0.2129; number 50, H, carries 0.2154; number 51, H, carries 0.2155; number 52, N, carries -0.4084; number 53, H, carries 0.2067; number 54, H, carries 0.2147; number 55, C, carries -0.4115; number 56, C, carries 0.1892; number 57, C, carries 0.6733; number 58, N, carries -0.6567; number 59, N, carries -0.7082; number 60, H, carries 0.2141; number 61, C, carries -0.4110; number 62, C, carries -0.2515

***

2.
Here is C8H12NO2P as an isolated structure in a non-equilibrium geometry from the OMol25 dataset. Energies are from the ωB97M-V functional and the def2-TZVPD basis.

Properties
Relative energy (zero: lowest compared OMol25 entry of this formula, charge and spin) in eV: 0.000
HOMO (spin up / spin down) in eV: -4.87 / -8.28
Charge: 0
Total energy in eV: -23359.7723
2S+1: 3
LUMO (spin up / spin down) in Ha: 0.03101 / -0.11546
Kohn-Sham gap (spin up / spin down) in eV: 5.713 / 5.142

Atoms and positions in Å:
1 H -2.161 3.323 -0.370
2 O -0.236 1.931 -0.851
3 H 1.552 -2.301 -0.750
4 H 2.981 -1.392 -1.244
5 C 0.115 -0.232 0.239
6 H 1.427 -1.088 -2.022
7 H 2.235 -1.492 1.639
8 O -2.531 1.460 -1.900
9 H -1.169 3.402 -2.307
10 C -2.604 -0.022 0.678
11 C -0.670 0.837 -0.157
12 H 3.468 -0.393 1.026
13 C 1.597 -0.256 -0.032
14 P -1.681 2.518 -1.377
15 C 2.406 -0.494 1.245
16 H -2.470 -1.948 1.605
17 N -1.983 0.950 0.025
18 C -0.571 -1.259 0.885
19 C 1.908 -1.330 -1.079
20 C -1.937 -1.162 1.094
21 H 2.143 0.231 2.012
22 H -3.661 0.121 0.847
23 H 1.872 0.721 -0.440
24 H -0.029 -2.125 1.232

Charges in e, computed with natural (NBO), in the same order as the atoms: number 1, H, carries -0.0873; number 2, O, carries -0.7135; number 3, H, carries 0.2078; number 4, H, carries 0.2110; number 5, C, carries 0.0226; number 6, H, carries 0.2163; number 7, H, carries 0.2061; number 8, O, carries -1.0747; number 9, H, carries -0.0980; number 10, C, carries 0.0024; number 11, C, carries 0.6181; number 12, H, carries 0.2144; number 13, C, carries -0.2555; number 14, P, carries 1.7571; number 15, C, carries -0.5955; number 16, H, carries 0.2177; number 17, N, carries -0.6134; number 18, C, carries -0.4072; number 19, C, carries -0.5939; number 20, C, carries -0.0759; number 21, H, carries 0.2135; number 22, H, carries 0.1928; number 23, H, carries 0.2187; number 24, H, carries 0.2162

***

3.
Here is C31H31N2O21Y as an isolated structure in a non-equilibrium geometry from the OMol25 dataset. Energies are from the ωB97M-V functional and the def2-TZVPD basis.

Properties
HOMO (spin up / spin down) in eV: -10.97 / -10.97
Charge: +1
Total energy in eV: -79656.4698
2S+1: 2
LUMO (spin up / spin down) in Ha: -0.19883 / -0.20349
Kohn-Sham gap (spin up / spin down) in eV: 5.559 / 5.432

Atoms and positions in Å:
1 H 0.762 2.931 3.003
2 O 2.316 1.187 -5.373
3 C 1.062 -3.320 4.510
4 C 5.442 1.015 -2.522
5 C 3.404 0.112 -1.408
6 C 1.406 1.293 -4.558
7 O -2.630 -4.367 -5.820
8 C 4.914 2.318 -2.833
9 H -1.803 -4.377 2.930
10 O -1.604 -2.168 1.332
11 Y -4.696 1.944 0.510
12 O -0.650 -5.107 4.806
13 C -4.534 -2.398 5.628
14 H -2.608 -2.824 6.428
15 C 0.773 3.532 -5.230
16 C 2.901 1.470 -1.597
17 O 5.575 3.127 -3.500
18 H 3.378 3.391 4.347
19 H -6.617 -2.537 5.227
20 H 4.024 4.771 3.775
21 H 4.537 -1.955 -1.620
22 H 1.294 2.334 1.410
23 O 1.869 -3.723 5.354
24 H 1.333 0.499 -3.799
25 C 0.476 -1.766 2.665
26 H 2.042 1.682 2.745
27 H 4.596 3.276 3.052
28 O -4.567 -3.185 6.549
29 C -1.838 1.184 0.261
30 O -2.235 -2.274 5.735
31 O 0.744 -0.629 2.062
32 C 2.640 4.491 1.346
33 O -0.536 0.711 0.197
34 H 3.450 4.245 -2.973
35 O 3.082 3.724 -2.255
36 H 0.181 -0.390 1.322
37 C 3.704 3.802 3.391
38 C 1.286 -2.123 3.687
39 H 0.410 3.652 -2.740
40 O 5.247 -1.330 -1.785
41 C -0.024 2.739 -3.148
42 H -0.459 0.412 -0.712
43 O -2.563 1.411 -0.678
44 C -2.237 -3.464 -5.083
45 H -0.838 -3.715 -6.784
46 C 1.623 2.630 2.406
47 C 4.790 -0.010 -1.919
48 C -1.283 -1.349 -3.203
49 H 2.020 -1.381 3.968
50 H 0.236 -1.022 -4.773
51 O -0.438 -2.881 -6.528
52 H 1.145 3.298 -6.227
53 O -0.846 -0.392 -2.466
54 N 2.636 3.761 2.415
55 H 1.516 4.263 -4.912
56 C -2.570 -2.260 -2.920
57 C -1.029 -2.578 -5.361
58 C -0.980 -3.679 2.983
59 O -4.414 -0.366 1.876
60 C -3.273 -1.834 5.022
61 H 1.858 4.187 0.633
62 H -3.801 -3.761 -3.495
63 C -4.371 -0.936 2.934
64 C -5.613 -1.492 3.640
65 H 6.447 0.700 -2.760
66 O -6.762 -1.072 3.013
67 H -0.022 1.933 -2.415
68 O 2.650 -0.773 -0.886
69 O 3.547 5.270 1.023
70 O -3.109 -2.092 -1.688
71 O -2.400 1.304 1.319
72 C -0.203 -4.006 4.037
73 H -2.215 -1.030 3.451
74 H -0.054 -5.147 5.558
75 H -2.589 -1.530 -1.108
76 H 1.937 1.678 -1.157
77 H -6.517 -0.321 2.467
78 N 0.615 2.419 -4.375
79 C -0.744 -2.479 2.158
80 H -1.065 2.943 -3.402
81 C -5.708 -2.119 4.819
82 C 3.583 2.472 -2.174
83 C -3.230 -1.186 3.782
84 C -2.939 -3.192 -3.812
85 C -0.635 -1.596 -4.494
86 H -0.199 4.024 -5.281

Charges in e, computed with Löwdin, in the same order as the atoms: number 1, H, carries 0.0874; number 2, O, carries 0.0227; number 3, C, carries -0.2924; number 4, C, carries 0.0796; number 5, C, carries -0.2744; number 6, C, carries -0.3163; number 7, O, carries 0.1227; number 8, C, carries -0.2878; number 9, H, carries 0.1393; number 10, O, carries 0.0926; number 11, Y, carries 1.7219; number 12, O, carries 0.0653; number 13, C, carries -0.3027; number 14, H, carries 0.1148; number 15, C, carries -0.0693; number 16, C, carries 0.0390; number 17, O, carries 0.1349; number 18, H, carries 0.0845; number 19, H, carries 0.1480; number 20, H, carries 0.0930; number 21, H, carries 0.1000; number 22, H, carries 0.0527; number 23, O, carries 0.1178; number 24, H, carries 0.1125; number 25, C, carries -0.2339; number 26, H, carries 0.0779; number 27, H, carries 0.0969; number 28, O, carries 0.1657; number 29, C, carries -0.8202; number 30, O, carries 0.1484; number 31, O, carries 0.0972; number 32, C, carries -0.3912; number 33, O, carries 0.0953; number 34, H, carries 0.1209; number 35, O, carries 0.0947; number 36, H, carries 0.0577; number 37, C, carries -0.0452; number 38, C, carries 0.0831; number 39, H, carries 0.0919; number 40, O, carries 0.0737; number 41, C, carries -0.0802; number 42, H, carries 0.0699; number 43, O, carries -0.0851; number 44, C, carries -0.2813; number 45, H, carries 0.1093; number 46, C, carries -0.0181; number 47, C, carries -0.1694; number 48, C, carries -0.1817; number 49, H, carries 0.1381; number 50, H, carries 0.1077; number 51, O, carries 0.1350; number 52, H, carries 0.0991; number 53, O, carries 0.0098; number 54, N, carries -0.1591; number 55, H, carries 0.0910; number 56, C, carries -0.1852; number 57, C, carries -0.1889; number 58, C, carries 0.0494; number 59, O, carries -0.0350; number 60, C, carries -0.1432; number 61, H, carries 0.1246; number 62, H, carries 0.1352; number 63, C, carries -0.3102; number 64, C, carries -0.1705; number 65, H, carries 0.1427; number 66, O, carries 0.0758; number 67, H, carries 0.0560; number 68, O, carries 0.0595; number 69, O, carries -0.0016; number 70, O, carries 0.0822; number 71, O, carries -0.0746; number 72, C, carries -0.1732; number 73, H, carries 0.1134; number 74, H, carries 0.0986; number 75, H, carries 0.0811; number 76, H, carries 0.1098; number 77, H, carries 0.0692; number 78, N, carries -0.1898; number 79, C, carries -0.2956; number 80, H, carries 0.0905; number 81, C, carries 0.0843; number 82, C, carries -0.2090; number 83, C, carries 0.0912; number 84, C, carries 0.0637; number 85, C, carries 0.0721; number 86, H, carries 0.0938

***

4.
Here is C3H6N4O as an isolated structure in a non-equilibrium geometry from the OMol25 dataset. Energies are from the ωB97M-V functional and the def2-TZVPD basis.

Properties
Relative energy (zero: lowest compared OMol25 entry of this formula, charge and spin) in eV: 8.643
HOMO in eV: -8.03
Charge: 0
Total energy in eV: -11208.1337
LUMO in Ha: 0.00971
Kohn-Sham gap in eV: 8.294

Atoms and positions in Å:
1 H -3.214 -0.067 -0.655
2 N 0.422 0.876 -0.620
3 H 3.153 -1.030 0.431
4 H 0.935 -2.359 -0.065
5 C 1.825 0.942 -0.099
6 H 2.350 1.829 -0.275
7 H -1.509 1.265 -0.190
8 N 0.993 -1.274 0.118
9 N -2.341 -0.210 -0.058
10 H -2.856 0.090 1.080
11 N -1.224 -1.065 -0.018
12 C 2.135 -0.419 0.201
13 C -0.111 -0.433 -0.244
14 O -0.559 1.855 0.396

Charges in e, computed with natural (NBO), in the same order as the atoms: number 1, H, carries 0.4125; number 2, N, carries -0.2061; number 3, H, carries 0.2341; number 4, H, carries 0.4490; number 5, C, carries -0.1373; number 6, H, carries 0.2349; number 7, H, carries 0.4847; number 8, N, carries -0.6246; number 9, N, carries -0.7573; number 10, H, carries 0.3688; number 11, N, carries -0.3687; number 12, C, carries -0.0166; number 13, C, carries 0.5523; number 14, O, carries -0.6258